{"formula": "C3H4BrF", "method": "ωB97M-V/def2-TZVPD", "species": ["C", "C", "C", "F", "Br", "H", "H", "H", "H"], "xyz": [[-1.104, 0.262, 0.430], [-1.843, -0.565, -0.104], [1.168, -0.349, -0.073], [1.410, -1.607, 0.118], [-3.902, -0.174, -0.114], [-1.005, 1.308, 0.740], [-1.732, -1.636, -0.404], [1.383, 0.242, 0.753], [1.037, -0.106, -1.085]], "nbo_charge": [-0.279, -0.257, 0.171, -0.308, -0.146, 0.231, 0.239, 0.174, 0.175], "relative_energy_kcal_mol": 97.1, "charge": 0, "mol_weight_g_mol": 138.97, "lumo_energy_ha": [-0.015, -0.025], "total_energy_ev": -75930.9018, "homo_ev": [-8.62, -8.63], "homo_lumo_gap_ev": [8.2, 8.0]}